Entry 1:
The following is a quantum chemistry calculation of H3NOSi in the gas phase at a distorted geometry, from the Open Molecules 2025 dataset.

Results
HOMO-LUMO gap (spin up / spin down) ... 8.5 / 8.5 eV
E_HOMO (spin up / spin down) ... -9.6763 / -9.7090 eV
E_LUMO (spin up / spin down) ... -1.175 / -1.240 eV
Relative energy (zero: lowest compared OMol25 entry of this formula, charge and spin) ... 112.5 kcal per mole

Each line ends with the Löwdin charge.
Element x y z (Å)
O: -2.49848 -1.67322 -0.33925  -0.124
N: -1.18361 -1.57816 -0.59289  -0.222
Si: -0.22199 -0.25774 0.01505  0.591
H: -0.46585 0.77475 -1.11304  -0.054
H: -0.92454 0.37857 1.08000  -0.086
H: 1.13793 -0.51922 -0.14740  -0.105

---

Entry 2:
The following is a quantum chemistry calculation of H3NP2S in the gas phase at a distorted geometry, from the Open Molecules 2025 dataset.

Results
HOMO-LUMO gap (spin up / spin down) ... 7.0 / 6.5 eV
E_HOMO (spin up / spin down) ... -9.1701 / -8.8910 eV
E_LUMO (spin up / spin down) ... -2.158 / -2.343 eV
Relative energy (zero: lowest compared OMol25 entry of this formula, charge and spin) ... 73.3 kcal per mole

Each line ends with the Löwdin charge.
Element x y z (Å)
N: -1.25971 0.65461 0.49643  -0.330
P: 1.07776 -0.86910 -0.22810  0.155
P: -0.91766 -0.09433 -0.83097  0.463
S: 2.54254 0.34181 -0.69499  0.042
H: -1.18616 1.62493 0.44224  -0.056
H: 1.02861 -0.40207 1.17069  -0.103
H: -1.28536 -1.25586 -0.35530  -0.170

---

Entry 3:
The following is a quantum chemistry calculation of H3NS2 in the gas phase at a distorted geometry, from the Open Molecules 2025 dataset.

Results
HOMO-LUMO gap ... 9.0 eV
E_HOMO ... -8.5649 eV
E_LUMO ... 0.463 eV
Relative energy (zero: lowest compared OMol25 entry of this formula, charge and spin) ... 9.9 kcal per mole

Each line ends with the Löwdin charge.
Element x y z (Å)
N: -0.43735 0.87444 -0.71474  -0.484
S: 0.67167 0.89792 0.45772  0.395
S: 2.38416 -0.31227 -0.14356  0.246
H: -0.60006 -0.02542 -1.27860  0.088
H: -0.31264 1.55408 -1.39043  -0.020
H: 2.53894 0.08619 -1.41966  -0.225

---

Entry 4:
The following is a quantum chemistry calculation of H3O2PS in the gas phase at a distorted geometry, from the Open Molecules 2025 dataset.

Results
HOMO-LUMO gap ... 10.3 eV
E_HOMO ... -9.7980 eV
E_LUMO ... 0.454 eV
Relative energy (zero: lowest compared OMol25 entry of this formula, charge and spin) ... 34.1 kcal per mole

Each line ends with the Löwdin charge.
Element x y z (Å)
O: 1.24449 1.20481 -0.21766  -0.347
P: -0.20487 -0.12958 0.41442  0.338
O: 0.13358 -1.53105 -0.23856  -0.271
S: -1.94284 0.57026 -0.03474  0.217
H: 0.80724 1.98043 -0.56298  -0.030
H: 0.35668 -0.33020 1.65566  0.015
H: -0.39428 -1.76467 -1.01613  0.078

---

Entry 5:
The following is a quantum chemistry calculation of 2 unconnected molecules or ions with the total composition H3O2SSi, from the Open Molecules 2025 dataset.

Results
HOMO-LUMO gap (spin up / spin down) ... 6.9 / 8.1 eV
2S+1 ... 3
E_HOMO (spin up / spin down) ... -2.9550 / -4.5128 eV
E_LUMO (spin up / spin down) ... 3.929 / 3.610 eV
Relative energy (zero: lowest compared OMol25 entry of this formula, charge and spin) ... 0.0 kcal per mole
⟨S²⟩ ... 2.01
Net charge ... -1

Each line ends with the Mulliken spin population.
Element x y z (Å)
O: 1.11316 0.80940 0.06558  0.138
O: 0.60300 -2.25341 -0.92318  0.496
Si: -0.42762 0.70879 0.32910  0.004
S: 1.77704 -1.33490 -0.80812  1.356
H: -0.98198 -0.65699 0.39579  -0.003
H: -0.82091 1.32043 1.63282  0.006
H: -1.26270 1.40668 -0.69200  0.002

---

Entry 6:
The following is a quantum chemistry calculation of a gas-phase ion, H3O4PSi (charge -2) at a distorted geometry, from the Open Molecules 2025 dataset.

Results
HOMO-LUMO gap ... 6.9 eV
E_HOMO ... 0.1961 eV
E_LUMO ... 7.059 eV
Relative energy (zero: lowest compared OMol25 entry of this formula, charge and spin) ... 20.3 kcal per mole
Net charge ... -2

Each line ends with the Löwdin charge.
Element x y z (Å)
O: 2.48374 1.21032 0.01160  -0.494
P: 1.69980 -0.05567 -0.06041  0.182
O: 2.29166 -1.16941 -1.15734  -0.637
O: 1.99008 -0.76068 1.41128  -0.269
Si: -0.54377 0.01714 -0.12307  0.038
O: -1.33440 -1.16220 0.37736  -0.604
H: 1.74903 -1.59513 1.66212  -0.027
H: -0.80446 1.11173 0.89272  -0.093
H: -0.72340 0.44370 -1.58058  -0.097

---

Entry 7:
The following is a quantum chemistry calculation of a molecular structure, H3O5 at a distorted geometry, from the Open Molecules 2025 dataset.

Results
HOMO-LUMO gap (spin up / spin down) ... 10.2 / 10.2 eV
E_HOMO (spin up / spin down) ... -17.9782 / -17.9788 eV
E_LUMO (spin up / spin down) ... -7.798 / -7.798 eV
Relative energy (zero: lowest compared OMol25 entry of this formula, charge and spin) ... 17.9 kcal per mole
Net charge ... +1

Each line ends with the Löwdin charge.
Element x y z (Å)
O: 1.85884 0.06444 -0.16148  0.187
O: -1.26486 0.83563 -0.20607  0.136
O: -0.30123 -1.18182 0.12083  0.159
O: 1.05224 0.89340 0.36905  0.158
O: -0.40836 0.08239 0.59569  -0.099
H: 2.04312 0.24950 -1.05030  0.144
H: -2.17370 0.85988 0.13588  0.164
H: -0.69138 -1.77195 0.74216  0.150

---

Entry 8:
The following is a quantum chemistry calculation of 2 unconnected molecules or ions with the total composition H3O5 at a distorted geometry, from the Open Molecules 2025 dataset.

Results
HOMO-LUMO gap (spin up / spin down) ... 6.5 / 9.8 eV
E_HOMO (spin up / spin down) ... -15.9695 / -16.5973 eV
E_LUMO (spin up / spin down) ... -9.518 / -6.829 eV
Relative energy (zero: lowest compared OMol25 entry of this formula, charge and spin) ... 30.3 kcal per mole
Net charge ... +1

Each line ends with the Löwdin charge.
Element x y z (Å)
O: -1.03778 1.72640 0.28978  0.115
O: 0.73875 -1.13068 0.66302  0.207
O: 0.41671 0.07130 -1.27673  0.146
O: -0.45507 1.07434 1.15739  0.070
O: 1.01012 -0.07263 -0.07159  -0.003
H: -1.82300 1.40726 -0.14485  0.156
H: 0.82794 -0.87625 1.53896  0.122
H: 0.73044 -0.50915 -1.99923  0.187

---

Entry 9:
The following is a quantum chemistry calculation of a molecular structure, H3O6SSi at a distorted geometry, from the Open Molecules 2025 dataset.

Results
HOMO-LUMO gap ... 9.6 eV
E_HOMO ... -6.0820 eV
E_LUMO ... 3.502 eV
Relative energy (zero: lowest compared OMol25 entry of this formula, charge and spin) ... 27.3 kcal per mole
Net charge ... -1

Each line ends with the Löwdin charge.
Element x y z (Å)
O: 0.52287 -0.53879 -1.34803  -0.290
O: 0.29589 1.91522 -1.78993  -0.449
O: -1.61405 0.59423 -0.84384  -0.351
O: 1.36494 -0.52507 1.08441  -0.133
O: -0.40985 0.26663 3.06738  -0.315
O: -1.10996 -1.00788 0.75968  -0.225
Si: -0.10815 -0.34850 1.73637  0.049
S: -0.13669 0.98220 -0.74074  0.818
H: 1.42649 -0.80171 0.22051  -0.043
H: 1.12933 -0.22866 -2.00334  0.026
H: -1.36083 -0.30768 -0.14246  -0.085

---

Entry 10:
The following is a quantum chemistry calculation of H3OPS in the gas phase at a distorted geometry, from the Open Molecules 2025 dataset.

Results
HOMO-LUMO gap ... 9.5 eV
E_HOMO ... -9.6264 eV
E_LUMO ... -0.133 eV
Relative energy (zero: lowest compared OMol25 entry of this formula, charge and spin) ... 26.9 kcal per mole

Each line ends with the Löwdin charge.
Element x y z (Å)
O: 0.06840 1.49060 -0.14259  -0.377
P: 1.02453 -0.16045 0.20339  0.354
S: 2.89375 0.10738 -0.14400  0.161
H: -0.56311 1.69142 0.49939  -0.051
H: 0.47949 -0.68405 -0.90257  -0.062
H: 0.33738 -0.26266 1.40810  -0.026

---

Entry 11:
The following is a quantum chemistry calculation of 2 unconnected molecules or ions with the total composition H3OPS at a distorted geometry, from the Open Molecules 2025 dataset.

Results
HOMO-LUMO gap (spin up / spin down) ... 7.5 / 7.7 eV
E_HOMO (spin up / spin down) ... -9.0236 / -9.4531 eV
E_LUMO (spin up / spin down) ... -1.559 / -1.778 eV
Relative energy (zero: lowest compared OMol25 entry of this formula, charge and spin) ... 83.9 kcal per mole

Each line ends with the Löwdin charge.
Element x y z (Å)
O: -0.10669 0.58281 -0.39923  -0.653
P: 1.11926 0.52944 0.40544  0.729
S: -2.11208 -1.06823 -0.02081  0.393
H: 1.07188 1.60356 1.13151  -0.107
H: 2.13916 0.63667 -0.52723  -0.064
H: -2.11153 -2.28425 -0.58968  -0.297

---

Entry 12:
The following is a quantum chemistry calculation of 2 unconnected molecules or ions with the total composition H3OS, from the Open Molecules 2025 dataset.

Results
HOMO-LUMO gap ... 7.0 eV
E_HOMO ... -2.6482 eV
E_LUMO ... 4.337 eV
Relative energy (zero: lowest compared OMol25 entry of this formula, charge and spin) ... 3.3 kcal per mole
Net charge ... -1

Each line ends with the Löwdin charge.
Element x y z (Å)
S: 0.65029 0.24617 -0.98485  -0.281
H: 0.36564 -0.82518 -1.74962  -0.483
H: -0.88613 -0.34361 0.95694  -0.090
H: -1.25383 -1.13696 2.20975  0.001
O: -1.19284 -0.23427 1.88380  -0.147

---

Calculated calculated total energy in order - -421.13370; -1137.34013; -852.89873; -891.82886; -839.95128; -933.67058; -377.27685; -377.25717; -1141.08785; -816.53953; -816.44871; -475.26317 a.u.